Record 1
ORCA calculation (ωB97M-V/def2-TZVPD) on a structure of composition C12H33Cl2N3O3Pd in a non-equilibrium geometry.

Each line ends with the Löwdin spin population.
CARTESIAN COORDINATES (ANGSTROEM)
Pd -0.062 -1.608 0.633  1.467
Cl 0.917 -4.057 0.770  0.126
Cl -2.541 -1.836 1.205  0.150
C -1.621 -3.411 -2.554  0.008
C -1.018 -2.031 -2.650  0.051
C -2.059 -0.901 -2.874  0.016
O -1.533 0.368 -2.650  0.060
C -2.445 1.401 -2.951  0.054
N -0.023 -1.655 -1.653  0.081
H -2.368 -3.371 -1.761  0.000
H -0.814 -4.096 -2.296  0.003
H -2.079 -3.658 -3.512  0.004
H -0.451 -2.119 -3.577  0.044
H -2.902 -1.042 -2.197  0.001
H -2.480 -0.989 -3.876  0.008
H -3.434 1.124 -2.587  0.005
H -2.501 1.463 -4.037  0.013
H -2.130 2.361 -2.542  0.013
H 0.279 -0.753 -1.992  0.019
H 0.715 -2.240 -2.016  0.024
C 0.893 1.872 -1.228  0.125
C 0.197 1.791 0.129  0.019
C -0.683 3.025 0.471  0.043
O -1.452 2.707 1.635  0.005
C -2.192 3.750 2.223  0.023
N -0.574 0.599 0.076  0.071
H 1.474 0.999 -1.526  0.031
H 1.561 2.729 -1.146  0.043
H 0.125 2.067 -1.977  0.016
H 0.887 1.729 0.970  0.006
H -1.382 3.175 -0.353  0.009
H -0.083 3.929 0.574  0.018
H -2.858 4.204 1.490  0.005
H -1.656 4.647 2.534  0.005
H -2.917 3.412 2.964  0.002
H -1.116 0.618 -0.776  0.002
H -1.314 0.798 0.734  -0.001
C 2.356 -0.576 4.285  0.016
C 1.690 -0.477 2.866  0.009
C 2.721 -0.974 1.818  0.011
O 2.308 -0.866 0.448  0.053
C 3.339 -1.034 -0.549  0.144
N 0.469 -1.317 2.804  0.061
H 2.565 -1.588 4.632  0.001
H 1.519 -0.209 4.880  0.002
H 3.259 0.011 4.449  0.004
H 1.467 0.538 2.539  0.002
H 3.096 -1.967 2.067  0.002
H 3.519 -0.235 1.897  0.009
H 3.951 -0.137 -0.642  0.041
H 2.904 -1.285 -1.517  0.060
H 3.995 -1.883 -0.355  0.016
H -0.214 -0.845 3.380  0.003
H 0.693 -2.158 3.317  0.002

Results
* HOMO energy (spin up / spin down): 0.63 / -5.88 eV
* multiplicity: 4
* HOMO-LUMO gap (spin up / spin down): 2.00 / 8.26 eV
* charge: -1

***

Record 2
ORCA calculation (ωB97M-V/def2-TZVPD) on a structure of composition C12H33FN3O3Pd in a non-equilibrium geometry.

Each line ends with the Löwdin spin population.
CARTESIAN COORDINATES (ANGSTROEM)
Pd 32.219 -14.552 -2.326  0.976
F 29.485 -15.045 -4.341  1.001
C 29.355 -15.881 2.536  0.001
C 30.526 -15.953 1.545  0.001
C 30.526 -17.380 0.889  0.000
O 31.341 -17.349 -0.276  0.000
C 31.349 -18.642 -0.931  0.000
N 30.215 -14.937 0.533  0.011
H 29.334 -16.812 3.102  0.000
H 28.403 -15.838 2.006  0.000
H 29.275 -15.050 3.236  0.000
H 31.488 -15.688 1.984  0.000
H 29.527 -17.691 0.585  0.000
H 30.884 -18.152 1.571  0.000
H 31.656 -18.528 -1.970  0.000
H 30.339 -19.053 -0.912  0.000
H 31.979 -19.418 -0.497  0.000
H 29.302 -15.196 0.187  0.000
H 30.058 -14.123 1.111  0.000
C 30.421 -9.331 -3.824  0.000
C 31.716 -9.859 -4.557  0.000
C 32.387 -8.787 -5.551  0.000
O 33.116 -9.586 -6.444  0.000
C 33.545 -8.865 -7.572  0.000
N 32.748 -10.437 -3.647  0.000
H 30.010 -10.128 -3.204  0.000
H 29.621 -9.093 -4.524  0.000
H 30.483 -8.434 -3.206  0.000
H 31.321 -10.602 -5.250  0.000
H 33.027 -8.059 -5.050  0.000
H 31.643 -8.208 -6.098  0.000
H 33.939 -7.882 -7.312  0.000
H 32.743 -8.758 -8.302  0.000
H 34.360 -9.430 -8.024  0.000
H 33.577 -10.145 -4.144  0.000
H 32.745 -9.748 -2.909  0.000
C 37.429 -16.358 -3.466  0.001
C 36.221 -15.871 -2.713  0.000
C 36.588 -15.027 -1.430  0.000
O 35.394 -14.501 -0.814  0.000
C 35.692 -13.508 0.134  0.000
N 35.330 -15.144 -3.634  0.010
H 38.122 -16.939 -2.857  0.000
H 37.864 -15.461 -3.908  0.000
H 37.124 -17.029 -4.269  0.000
H 35.716 -16.788 -2.409  0.000
H 37.356 -14.275 -1.607  0.000
H 37.012 -15.717 -0.701  0.000
H 36.209 -12.685 -0.358  0.000
H 36.417 -13.911 0.841  0.000
H 34.731 -13.225 0.563  0.000
H 35.230 -15.736 -4.446  0.000
H 35.917 -14.518 -4.168  0.000

Results
* HOMO energy (spin up / spin down): -11.90 / -11.90 eV
* multiplicity: 3
* relative energy (zero: lowest compared OMol25 entry of this formula, charge and spin): 175.6 kcal/mol
* HOMO-LUMO gap (spin up / spin down): 7.34 / 4.59 eV
* charge: +1

***

Record 3
ORCA calculation (ωB97M-V/def2-TZVPD) on a cluster of 4 separate species, C12H33IN3O3 in total in a non-equilibrium geometry.

Each line ends with the natural charge from an NBO analysis.
CARTESIAN COORDINATES (ANGSTROEM)
I -13.996 -13.602 7.505  -0.949
C -15.705 -14.788 3.258  -0.629
C -16.710 -15.207 4.341  -0.062
C -16.325 -16.492 5.043  -0.057
O -17.243 -16.752 6.074  -0.510
C -17.168 -18.123 6.461  -0.254
N -16.812 -14.136 5.286  -0.796
H -15.633 -15.453 2.397  0.183
H -14.688 -14.796 3.649  0.213
H -15.868 -13.815 2.793  0.202
H -17.649 -15.383 3.817  0.166
H -15.305 -16.554 5.422  0.181
H -16.519 -17.244 4.278  0.141
H -17.188 -18.798 5.605  0.156
H -18.034 -18.431 7.048  0.177
H -16.344 -18.245 7.164  0.171
H -17.025 -13.268 4.816  0.326
H -15.850 -13.929 5.512  0.375
C -16.982 -14.502 10.781  -0.640
C -17.707 -14.483 9.452  -0.054
C -17.779 -13.033 8.840  -0.075
O -18.229 -13.239 7.484  -0.511
C -18.623 -12.024 6.926  -0.249
N -17.063 -15.426 8.518  -0.782
H -17.538 -13.896 11.495  0.189
H -15.976 -14.198 10.491  0.230
H -16.839 -15.471 11.260  0.195
H -18.741 -14.811 9.560  0.164
H -16.852 -12.462 8.797  0.194
H -18.486 -12.485 9.463  0.142
H -17.719 -11.472 6.670  0.170
H -19.325 -11.449 7.530  0.148
H -19.154 -12.341 6.029  0.181
H -17.096 -16.291 9.038  0.315
H -16.081 -15.202 8.584  0.366
C -9.889 -14.573 8.397  -0.617
C -9.474 -13.735 7.155  -0.048
C -9.246 -14.515 5.837  -0.077
O -9.030 -13.582 4.754  -0.547
C -8.719 -14.205 3.521  -0.241
N -10.407 -12.592 7.036  -0.870
H -10.028 -13.924 9.262  0.225
H -9.172 -15.360 8.631  0.187
H -10.859 -15.034 8.210  0.227
H -8.467 -13.436 7.449  0.155
H -10.127 -15.138 5.683  0.172
H -8.383 -15.164 5.988  0.151
H -8.564 -13.466 2.736  0.184
H -9.387 -14.976 3.138  0.167
H -7.759 -14.711 3.624  0.151
H -10.364 -12.176 6.116  0.359
H -11.390 -12.789 7.159  0.403

Results
* HOMO energy: -4.08 eV
* relative energy (zero: lowest compared OMol25 entry of this formula, charge and spin): 51.3 kcal/mol
* HOMO-LUMO gap: 7.06 eV
* charge: -1

***

Record 4
ORCA calculation (ωB97M-V/def2-TZVPD) on a cluster of 4 separate species, C12H33IN3O3 in total in a non-equilibrium geometry.

Each line ends with the natural charge from an NBO analysis.
CARTESIAN COORDINATES (ANGSTROEM)
I 0.689 -0.937 1.701  -0.951
C 4.946 -1.416 -1.373  -0.618
C 4.045 -0.324 -1.884  -0.059
C 2.717 -0.866 -2.126  -0.079
O 1.906 -0.035 -2.848  -0.547
C 0.557 -0.443 -2.903  -0.244
N 3.924 0.784 -0.865  -0.889
H 5.106 -2.241 -2.063  0.208
H 4.612 -1.825 -0.402  0.222
H 5.927 -0.966 -1.255  0.205
H 4.466 0.115 -2.822  0.175
H 2.301 -1.101 -1.139  0.210
H 2.858 -1.828 -2.648  0.131
H -0.051 0.268 -3.513  0.193
H 0.128 -0.473 -1.886  0.182
H 0.525 -1.449 -3.288  0.155
H 4.402 0.672 0.013  0.371
H 3.744 1.722 -1.152  0.378
C -4.730 -1.733 -0.044  -0.614
C -3.251 -1.542 0.383  -0.086
C -2.698 -2.730 1.137  -0.104
O -3.306 -3.256 2.348  -0.552
C -2.963 -2.401 3.422  -0.255
N -2.465 -1.502 -0.918  -0.848
H -4.688 -2.581 -0.735  0.202
H -5.021 -0.823 -0.555  0.209
H -5.451 -1.999 0.743  0.201
H -3.041 -0.602 0.860  0.198
H -1.633 -2.664 1.383  0.225
H -2.797 -3.569 0.437  0.160
H -3.376 -1.404 3.252  0.157
H -1.892 -2.310 3.541  0.194
H -3.408 -2.787 4.343  0.170
H -1.740 -0.786 -0.854  0.379
H -1.961 -2.385 -1.064  0.351
C -2.174 2.799 0.586  -0.619
C -0.706 2.968 0.099  -0.055
C 0.235 2.972 1.304  -0.101
O 1.497 3.230 0.761  -0.557
C 2.522 2.765 1.575  -0.257
N -0.390 1.902 -0.852  -0.870
H -2.351 1.795 0.994  0.211
H -2.867 2.917 -0.259  0.209
H -2.456 3.439 1.422  0.193
H -0.589 3.940 -0.391  0.177
H 0.150 1.965 1.747  0.210
H 0.051 3.696 2.109  0.151
H 3.536 3.058 1.299  0.170
H 2.525 1.667 1.608  0.206
H 2.274 3.054 2.595  0.150
H -0.040 1.035 -0.407  0.389
H 0.401 2.214 -1.412  0.363

Results
* HOMO energy: -4.23 eV
* relative energy (zero: lowest compared OMol25 entry of this formula, charge and spin): 22.9 kcal/mol
* HOMO-LUMO gap: 7.36 eV
* charge: -1

***

Record 5
ORCA calculation (ωB97M-V/def2-TZVPD) on a structure of composition C12H33MnO13S4 in a non-equilibrium geometry.

Each line ends with the Löwdin spin population.
CARTESIAN COORDINATES (ANGSTROEM)
Mn 0.038 -17.550 -20.303  4.725
O 1.335 -18.994 -20.687  0.122
H 1.868 -19.770 -20.749  0.011
O -1.039 -18.801 -16.173  0.002
S -0.950 -19.460 -17.449  0.007
O -0.675 -18.714 -18.661  0.033
O 0.231 -20.562 -17.393  0.001
C 0.440 -21.263 -16.128  0.000
C 1.425 -20.487 -15.273  0.000
C -2.371 -20.565 -17.715  0.002
H 0.816 -22.263 -16.321  0.000
H -0.513 -21.343 -15.605  0.000
H 2.417 -20.420 -15.726  0.000
H 1.544 -20.957 -14.293  0.000
H 1.118 -19.466 -15.063  0.000
H -2.258 -21.053 -18.681  0.000
H -3.329 -20.054 -17.642  0.000
H -2.301 -21.260 -16.882  0.000
O 2.669 -15.771 -23.239  0.002
S 1.634 -16.734 -23.360  0.006
O 0.666 -16.883 -22.282  0.032
O 0.832 -16.440 -24.733  0.002
C -0.421 -17.146 -24.933  0.000
C -0.615 -17.318 -26.429  0.000
C 2.401 -18.352 -23.678  0.001
H -1.219 -16.495 -24.576  0.000
H -0.404 -18.104 -24.415  0.000
H -0.584 -16.351 -26.932  0.000
H -1.584 -17.793 -26.568  0.000
H 0.221 -17.865 -26.868  0.000
H 2.962 -18.287 -24.606  0.000
H 1.560 -19.031 -23.796  0.000
H 3.020 -18.544 -22.811  0.000
O -0.770 -23.595 -23.026  0.000
S -0.701 -22.797 -21.835  0.000
O -1.789 -22.731 -20.897  0.000
O 0.632 -23.225 -21.013  0.000
C 0.836 -22.548 -19.772  0.000
C 2.310 -22.569 -19.402  0.000
C -0.251 -21.101 -22.328  0.001
H 0.182 -23.033 -19.044  0.000
H 0.539 -21.494 -19.765  0.000
H 2.436 -22.006 -18.476  0.000
H 2.892 -22.055 -20.166  0.000
H 2.621 -23.599 -19.237  0.000
H -0.907 -20.818 -23.148  0.000
H 0.805 -21.054 -22.566  0.000
H -0.445 -20.467 -21.466  0.000
O 1.363 -16.775 -18.817  0.039
S 2.589 -16.863 -18.040  0.007
O 3.544 -15.793 -18.146  0.003
O 2.083 -17.078 -16.544  0.002
C 3.000 -16.798 -15.450  0.000
C 2.396 -15.707 -14.584  0.000
C 3.340 -18.516 -18.294  0.001
H 3.993 -16.635 -15.867  0.000
H 3.074 -17.717 -14.863  0.000
H 2.174 -14.822 -15.177  0.000
H 3.014 -15.460 -13.723  0.000
H 1.453 -16.075 -14.178  0.000
H 2.511 -19.184 -18.501  0.000
H 3.904 -18.756 -17.397  0.000
H 4.010 -18.440 -19.148  0.000

Results
* HOMO energy (spin up / spin down): -12.74 / -12.76 eV
* multiplicity: 6
* relative energy (zero: lowest compared OMol25 entry of this formula, charge and spin): 0.0 kcal/mol
* HOMO-LUMO gap (spin up / spin down): 9.32 / 9.01 eV
* charge: +1

***

Record 6
ORCA calculation (ωB97M-V/def2-TZVPD) on a cluster of 3 separate species, C12H33N3O3P in total.

Each line ends with the natural charge from an NBO analysis.
CARTESIAN COORDINATES (ANGSTROEM)
C 2.021 -2.047 1.514  -0.633
C 0.930 -2.452 0.519  -0.046
O -0.214 -1.697 0.763  -0.491
N -1.307 -2.259 -0.078  -0.869
P -2.612 -2.439 0.927  0.913
C -3.945 -1.357 0.192  -0.975
C -3.353 -4.042 0.352  -0.962
H 2.619 -2.916 1.800  0.188
H 1.558 -1.638 2.414  0.214
H 2.703 -1.303 1.096  0.191
H 0.699 -3.522 0.607  0.153
H 1.284 -2.284 -0.513  0.137
H -4.930 -1.656 0.572  0.192
H -3.750 -0.339 0.540  0.200
H -3.968 -1.362 -0.903  0.199
H -3.369 -4.170 -0.735  0.200
H -4.378 -4.120 0.730  0.194
H -2.762 -4.844 0.799  0.209
C 2.856 0.236 -5.235  -0.612
C 1.936 -0.492 -4.259  -0.081
C 2.013 0.019 -2.818  -0.082
O 3.181 -0.373 -2.120  -0.543
C 4.329 0.411 -2.335  -0.242
N 2.176 -1.933 -4.355  -0.836
H 3.892 -0.087 -5.118  0.196
H 2.562 0.014 -6.261  0.213
H 2.815 1.318 -5.088  0.198
H 0.904 -0.318 -4.582  0.189
H 1.181 -0.419 -2.261  0.219
H 1.905 1.112 -2.780  0.155
H 4.070 1.465 -2.486  0.161
H 4.914 0.069 -3.195  0.156
H 4.952 0.328 -1.444  0.185
H 1.472 -2.425 -3.812  0.367
H 3.055 -2.135 -3.886  0.352
C -0.865 1.404 2.465  -0.625
C -2.238 2.038 2.652  -0.086
C -2.243 3.564 2.515  -0.069
O -1.694 4.273 3.616  -0.556
C -0.288 4.387 3.617  -0.245
N -2.820 1.591 3.919  -0.815
H -0.248 1.516 3.360  0.185
H -0.958 0.337 2.258  0.269
H -0.336 1.855 1.623  0.197
H -2.882 1.666 1.849  0.198
H -3.280 3.905 2.445  0.175
H -1.729 3.865 1.591  0.159
H 0.101 4.500 2.599  0.165
H 0.199 3.524 4.077  0.170
H -0.033 5.279 4.191  0.176
H -3.788 1.890 3.981  0.344
H -2.337 2.062 4.678  0.346

Results
* HOMO energy: -2.56 eV
* relative energy (zero: lowest compared OMol25 entry of this formula, charge and spin): 63.6 kcal/mol
* HOMO-LUMO gap: 5.36 eV
* charge: -1

***

no.,electronic energy (eV)
1,-52115.239
2,-29774.968
3,-31692.243
4,-31693.476
5,-114250.648
6,-32878.089